Entry 1:
The following is a DFT calculation (the ωB97M-V functional and the def2-TZVPD basis) of a structure of composition C3H7N2O2.

Geometry as XYZ:
```
14
Properties=species:S:1:pos:R:3:forces:R:3:nbo_charge:R:1
C 0.510470 -0.119906 -0.893295 -2.75 -0.94 2.09 0.042
C -0.096946 -0.293696 0.371662 1.56 -1.69 -4.79 0.096
C -0.466466 -1.623355 0.967062 3.29 -0.99 2.92 -0.700
N -0.392670 0.832107 1.161716 1.63 3.03 -0.26 0.503
N 0.565697 1.153002 -1.616907 1.13 0.71 2.08 -0.787
O -0.678543 0.694712 2.290995 -0.84 0.18 0.91 -0.182
O -0.147186 2.008880 0.673840 -0.48 -0.93 -0.20 -0.434
H 0.552585 -0.981396 -1.586891 0.51 0.29 0.93 0.248
H -1.422670 -2.046013 0.726217 -0.52 0.21 -0.22 0.271
H -0.354428 -1.460431 2.125497 -0.74 -0.50 -2.17 0.279
H 0.353375 -2.455053 0.838332 -1.51 1.75 -0.42 0.276
H 0.269451 1.980387 -0.671874 0.22 -1.80 -0.62 0.495
H -0.185651 1.052246 -2.280054 -0.25 0.56 -0.75 0.440
H 1.492982 1.258515 -2.106299 -1.25 0.12 0.51 0.453
```
Positions in Å, forces in eV/Å.

Computed properties:
- 2S+1: 1
- E_HOMO: -15.67 eV
- Frontier orbital gap: 9.417 eV
- Total charge: +1
- Energy above the lowest of the compared OMol25 structures with the same formula, charge and spin: 474.0 kJ/mol

---

Entry 2:
The following is a DFT calculation (the ωB97M-V functional and the def2-TZVPD basis) of a cluster of 3 separate species, C20H47BClN4O2P2S in total.

Geometry as XYZ:
```
78
Properties=species:S:1:pos:R:3:forces:R:3:lowdin_spin:R:1
C 5.657711 3.175032 4.548281 0.07 -0.01 0.02 0.000
N 4.229995 3.401314 4.691317 0.09 -0.07 0.00 0.000
C 3.422850 2.388130 3.987338 0.01 0.04 0.00 0.000
B 1.875327 2.815463 3.718340 0.01 -0.04 0.09 0.000
Cl 1.625336 3.465145 1.973912 -0.02 0.04 -0.04 0.000
P 0.689801 1.267347 3.968186 -0.01 0.07 0.00 0.000
N 0.435749 0.266402 2.757228 0.03 -0.12 -0.12 0.000
P 1.286247 4.257024 4.914893 -0.17 0.05 0.04 0.000
S -0.598440 4.866541 4.923794 0.10 -0.06 0.01 0.000
H 5.955583 2.121719 4.681325 -0.03 0.01 0.03 0.000
H 5.986206 3.483975 3.552802 -0.04 -0.03 0.00 0.000
H 6.205044 3.776213 5.278055 -0.01 0.01 -0.03 0.000
H 4.004724 3.369096 5.678235 -0.07 0.04 -0.02 0.000
H 3.889346 2.229946 3.010248 -0.04 0.02 0.00 0.000
H 3.491568 1.418044 4.508835 0.03 -0.01 -0.02 0.000
H -0.504644 1.688465 4.596956 0.00 0.02 -0.03 0.000
H 1.258751 0.620077 5.100998 -0.04 -0.01 0.00 0.000
H 0.868321 0.651159 1.920935 0.01 0.03 0.03 0.000
H 2.198787 5.308753 4.717616 0.00 -0.01 -0.03 0.000
H 1.701439 3.869476 6.214107 0.05 -0.01 -0.01 0.000
C -1.988520 -4.381848 -1.187539 0.01 -0.01 -0.01 0.005
C -0.817019 -5.131739 -0.541000 0.07 0.06 -0.02 0.025
C -1.196509 -5.696251 0.837014 -0.05 -0.03 -0.04 0.017
C -1.343174 -4.621743 1.910711 -0.01 0.00 0.02 0.001
C -0.090625 -3.756444 2.008942 0.01 0.05 0.02 0.018
C 0.320544 -3.135959 0.665178 0.02 0.00 0.00 0.025
N 0.381987 -4.248841 -0.345242 -0.23 -0.02 0.23 0.400
O 1.497943 -4.861894 -0.400400 0.22 -0.04 -0.14 0.499
C -0.646519 -2.024944 0.264495 -0.03 0.09 -0.05 0.004
C 1.704767 -2.515060 0.785395 0.08 0.08 0.10 -0.001
C -0.413546 -6.266068 -1.478214 -0.02 0.00 0.04 -0.001
H -2.616394 -5.106045 -1.708996 -0.02 0.01 0.01 0.000
H -2.617465 -3.864725 -0.468487 0.00 0.02 0.01 0.000
H -1.630582 -3.655548 -1.917093 0.00 -0.01 -0.01 0.002
H -0.411632 -6.397820 1.136645 0.02 0.01 -0.01 0.002
H -2.122723 -6.270160 0.730342 0.01 -0.01 0.03 0.002
H -2.221766 -4.000203 1.716983 0.01 0.01 -0.03 0.000
H -1.522673 -5.104814 2.874178 -0.03 0.02 0.00 0.001
H -0.231467 -2.937391 2.718738 0.01 -0.02 0.02 0.002
H 0.742899 -4.366047 2.371855 0.00 -0.02 -0.04 0.002
H -0.444811 -1.682174 -0.751924 0.02 -0.02 0.00 0.001
H -0.491317 -1.190999 0.953195 -0.01 -0.01 0.00 0.000
H -1.693565 -2.305274 0.332897 -0.02 -0.01 0.00 0.000
H 2.437619 -3.221309 1.168202 -0.02 -0.05 -0.04 0.000
H 1.630048 -1.671655 1.475180 0.00 -0.02 0.00 0.000
H 2.056505 -2.150132 -0.181066 -0.04 -0.01 -0.02 0.000
H -0.097697 -5.869909 -2.444538 0.00 0.00 0.00 0.000
H -1.280538 -6.911823 -1.631102 0.01 0.00 0.00 0.000
H 0.403715 -6.850968 -1.066607 0.00 0.00 -0.01 0.000
C -2.537849 3.825932 -4.130897 0.02 0.00 0.00 0.004
C -1.471225 2.764443 -4.425364 0.06 0.02 0.06 0.024
C -2.094283 1.375016 -4.629325 -0.03 0.03 -0.05 0.017
C -2.623140 0.758121 -3.338058 -0.02 0.01 0.01 0.001
C -1.545468 0.718021 -2.258842 -0.03 -0.04 0.08 0.017
C -0.898915 2.082913 -1.984979 0.00 0.06 0.00 0.024
N -0.468623 2.642614 -3.313466 -0.26 -0.16 0.02 0.397
O 0.689894 2.275171 -3.694726 0.25 0.06 -0.03 0.504
C -1.857615 3.015351 -1.240735 0.04 0.03 -0.03 0.004
C 0.337350 1.917448 -1.111484 0.04 -0.04 0.02 -0.001
C -0.720894 3.190475 -5.683687 -0.02 -0.03 0.01 -0.001
H -2.932103 4.191547 -5.080122 -0.02 0.00 0.01 0.000
H -3.377979 3.444937 -3.556774 0.00 0.00 0.03 0.000
H -2.108659 4.671617 -3.594489 0.01 0.01 -0.02 0.002
H -1.323055 0.721905 -5.049177 0.02 0.01 0.01 0.002
H -2.890894 1.459734 -5.375204 0.00 -0.03 0.00 0.002
H -3.501108 1.304588 -2.981716 0.02 0.03 0.00 0.000
H -2.963004 -0.260017 -3.542708 -0.04 0.01 0.01 0.001
H -1.955681 0.345351 -1.316418 0.01 -0.04 -0.02 0.002
H -0.756538 0.022679 -2.562092 0.02 0.04 -0.03 0.001
H -1.450987 4.026065 -1.194217 0.00 0.00 0.00 0.001
H -1.950068 2.650744 -0.217524 -0.01 0.02 0.00 0.000
H -2.855427 3.057924 -1.666291 -0.03 -0.01 -0.01 0.000
H 1.042500 1.201750 -1.526546 -0.02 0.00 -0.04 0.000
H 0.021790 1.576701 -0.124078 0.01 0.00 -0.01 0.000
H 0.851107 2.870049 -0.984814 0.00 0.00 0.01 0.000
H -0.234978 4.155218 -5.530864 0.00 0.00 0.00 0.000
H -1.441262 3.286308 -6.498449 0.01 0.00 0.00 0.000
H 0.039929 2.465860 -5.958095 0.00 0.01 0.00 0.000
```
Positions in Å, forces in eV/Å.

Computed properties:
- 2S+1: 3
- E_HOMO (alpha / beta): -4.93 / -4.93 eV
- Frontier orbital gap (alpha / beta): 7.294 / 7.286 eV
- Total charge: -1
- Energy above the lowest of the compared OMol25 structures with the same formula, charge and spin: 0.0 kJ/mol

---

Entry 3:
The following is a DFT calculation (the ωB97M-V functional and the def2-TZVPD basis) of a cluster of 2 separate species, C3H9NO in total.

Geometry as XYZ:
```
14
Properties=species:S:1:pos:R:3:forces:R:3:nbo_charge:R:1
O -3.227941 1.452412 1.466713 -0.12 0.03 -0.32 -0.500
C -2.505383 0.653649 1.988534 0.19 -0.10 0.61 0.275
H -1.905934 0.928611 2.879493 0.03 -0.02 -0.09 0.102
H -2.398579 -0.393353 1.658372 -0.09 0.05 -0.16 0.120
C 1.926805 -0.454068 -1.362107 0.59 0.34 -0.12 -0.621
C 1.005427 0.102157 -0.304453 -0.44 -0.06 0.31 -0.215
N -0.293779 -0.589337 -0.280485 -0.27 -0.17 -0.12 -0.853
H 1.517099 -0.366848 -2.365676 -0.25 -0.12 -0.07 0.202
H 2.858341 0.116114 -1.385164 0.03 -0.01 0.11 0.215
H 2.207435 -1.487035 -1.161895 -0.19 -0.11 -0.03 0.209
H 1.473895 -0.027791 0.675993 0.05 0.04 -0.03 0.175
H 0.852497 1.177591 -0.428495 0.12 -0.01 -0.17 0.177
H -1.079235 0.049226 -0.274382 0.17 0.13 0.03 0.357
H -0.430654 -1.161325 -1.106449 0.18 0.01 0.05 0.355
```
Positions in Å, forces in eV/Å.

Computed properties:
- 2S+1: 1
- E_HOMO: -9.35 eV
- Frontier orbital gap: 10.303 eV
- SMILES string: C=O.CCN
- Energy above the lowest of the compared OMol25 structures with the same formula, charge and spin: 158.2 kJ/mol

---

What maximum force values result from the calculations? In sequence: 5.3 0.3 0.7 eV/Å.
What electronic energy values result from the calculations? In sequence: -10287.898 -74169.797 -6793.416 eV.